# 1
Entry from OMol25: a structure of composition C33H32O29Pd3 at a distorted geometry (ωB97M-V with the def2-TZVPD basis set).

Structure (XYZ):
```
97
Properties=species:S:1:pos:R:3:forces:R:3:lowdin_charge:R:1
Pd 3.235650 -3.244013 3.240887 0.515 -0.113 -0.364 0.837
Pd -2.986711 1.122076 -0.270244 0.317 0.335 0.111 0.911
Pd 3.935892 1.003178 4.817925 -0.295 0.014 -0.224 0.871
C 0.779798 1.607646 1.936884 2.152 -1.267 0.687 0.061
C 1.604781 0.576936 2.454634 -0.894 0.304 -0.555 -0.319
C 1.377185 -0.849776 1.940789 -0.854 -0.158 0.216 -0.239
O 1.963682 -1.836321 2.362569 0.009 0.493 0.337 -0.034
C 0.313797 -1.101151 0.978834 2.363 -0.416 1.183 0.159
C -0.374920 -0.048254 0.436408 -2.482 0.229 -1.971 -0.290
C -0.229162 1.371322 1.002970 -1.138 0.973 -0.261 -0.360
O -1.040057 2.267643 0.696323 -0.045 -1.342 -0.366 0.021
O -1.215092 -0.326067 -0.468378 0.603 0.853 1.138 0.043
O 2.445201 0.754153 3.350195 0.751 -0.114 0.422 -0.109
H 1.058514 2.593635 2.280439 -0.513 0.203 -0.042 0.134
H 0.227996 -2.140494 0.697937 -0.448 0.102 -0.317 0.130
C -3.534562 -2.480273 4.072834 1.631 0.682 1.330 0.166
C -3.927418 -1.751530 2.958511 -2.728 -0.883 -1.999 -0.318
C -3.337647 -0.408343 2.662384 -1.375 1.699 -1.207 -0.271
O -3.874835 0.414655 1.873855 0.326 -1.333 0.022 0.078
C -2.241841 0.049537 3.366173 1.816 1.304 0.383 0.132
C -1.604755 -0.685397 4.403030 -0.766 -0.924 0.654 -0.291
C -2.372068 -1.970930 4.851883 0.561 -0.898 -0.040 -0.271
O -1.834005 -2.612705 5.723397 -0.362 -0.297 0.212 0.155
O -0.557674 -0.387953 4.938485 0.037 0.096 -0.323 0.153
O -4.833608 -2.198779 2.216154 1.022 0.723 0.671 0.173
H -3.998199 -3.427468 4.306919 -0.026 0.016 0.113 0.155
H -1.835648 1.035028 3.166085 -0.263 0.028 -0.154 0.122
C -1.521163 -4.362576 1.938823 0.157 -0.431 -0.668 -0.111
C -1.968838 -5.755317 1.555803 -0.180 -0.058 0.608 -0.120
O -2.489422 -5.541897 0.263029 0.291 0.275 -0.883 0.068
C -2.879477 -4.230581 0.140172 -2.335 -1.957 0.485 -0.555
O -3.693695 -3.868648 -0.645124 1.191 0.577 -0.197 0.196
O -2.482361 -3.563217 1.236265 0.648 1.063 0.599 0.017
H -0.568155 -4.109888 1.462792 0.325 -0.169 0.627 0.116
H -1.566227 -4.243351 3.019319 0.115 0.546 -0.115 0.127
H -2.773078 -6.065460 2.234753 -0.022 -0.066 -0.208 0.146
H -1.203944 -6.528693 1.570648 0.085 0.150 -0.255 0.141
C 0.944879 -3.127494 -2.465772 -0.720 -0.002 0.375 -0.127
C -0.534042 -2.947060 -2.884115 0.634 0.254 -0.318 -0.089
O -0.622529 -3.617007 -4.142613 0.349 -0.247 0.080 0.078
C 0.544940 -4.250954 -4.403302 -0.443 -0.041 -0.927 -0.577
O 0.808930 -4.852064 -5.388754 -0.260 -0.069 0.046 0.191
O 1.409072 -4.082369 -3.397509 1.202 0.248 1.009 0.064
H 1.057322 -3.498356 -1.444560 -0.070 -0.387 -0.099 0.107
H 1.513025 -2.194213 -2.475411 0.114 -0.036 -0.582 0.122
H -0.711273 -1.898528 -3.111289 -0.565 -0.010 0.543 0.111
H -1.213094 -3.427925 -2.183119 -0.256 0.351 -0.066 0.121
C 6.007529 -5.314508 -0.579054 -0.070 -0.154 -1.585 -0.071
C 4.873696 -5.042901 -1.559915 0.810 -1.093 -0.480 -0.083
O 3.894188 -4.433789 -0.728525 -1.312 0.673 0.513 0.093
C 4.504742 -3.862748 0.295554 1.098 -0.407 -0.544 -0.559
O 4.039298 -3.063116 1.086891 -0.566 -0.410 0.120 0.033
O 5.776859 -4.227495 0.333857 0.923 -0.255 0.878 0.102
H 6.941128 -5.295677 -1.142144 0.250 0.856 0.523 0.145
H 6.032076 -6.305853 -0.127192 -0.635 0.261 0.615 0.141
H 4.523187 -5.958398 -2.031168 -0.470 0.169 0.153 0.149
H 5.167445 -4.344472 -2.343040 -0.059 0.117 0.106 0.147
C 2.321894 3.284760 -1.080398 0.838 -0.838 0.049 -0.097
C 2.288915 1.789085 -1.425604 -1.212 0.139 -1.900 -0.102
O 2.742322 1.770788 -2.792675 0.389 0.377 0.150 0.014
C 3.323865 2.985065 -3.110857 -0.465 -0.662 0.572 -0.550
O 3.930781 3.189387 -4.093903 0.164 0.115 -0.521 0.211
O 3.070950 3.874175 -2.130865 0.427 0.122 0.104 0.079
H 2.873293 3.352580 -0.143296 -0.364 0.867 0.116 0.133
H 1.335741 3.734205 -1.141100 -0.053 -0.052 0.686 0.107
H 1.233526 1.507183 -1.488155 0.096 -0.497 0.359 0.108
H 2.880529 1.046961 -0.894741 0.102 0.412 0.498 0.129
C -0.359316 6.117628 -1.134514 -1.255 0.784 -0.424 -0.096
C -0.884554 4.900532 -1.881177 0.198 -0.643 0.342 -0.156
O -2.198108 5.262015 -2.262730 -0.278 -0.846 -0.043 0.080
C -2.602550 6.354730 -1.603623 1.092 1.549 -0.544 -0.565
O -3.599217 6.952741 -1.804740 -0.682 -0.378 0.416 0.195
O -1.573006 6.836324 -0.839475 -0.396 -0.381 0.220 0.042
H 0.186276 6.778641 -1.809158 0.659 -0.144 0.499 0.141
H 0.047185 5.899667 -0.150943 0.746 0.000 -0.345 0.122
H -0.887580 4.042256 -1.201673 -0.367 -0.088 -0.161 0.089
H -0.371384 4.609134 -2.795373 0.265 0.243 0.096 0.123
C -1.744943 5.254752 3.463044 -0.608 -1.092 -0.531 -0.055
C -1.424583 3.940349 4.214032 -0.295 0.468 0.122 -0.101
O -2.600509 3.148765 4.030762 0.415 -0.111 -0.006 0.014
C -3.427564 3.735308 3.110599 -0.406 0.039 1.476 -0.583
O -4.531319 3.334310 2.936425 0.300 -0.064 -0.860 0.180
O -2.852164 4.833900 2.634160 -0.104 0.427 -0.667 0.064
H -0.969682 5.573750 2.774611 0.139 0.223 0.237 0.125
H -2.133735 6.057516 4.082330 0.349 0.063 0.184 0.140
H -1.298720 4.103590 5.281397 0.152 -0.058 0.005 0.133
H -0.575172 3.397860 3.802324 0.116 0.084 -0.028 0.099
C -0.397496 2.017763 -5.525331 0.886 -1.256 0.555 -0.048
C 0.411247 0.840168 -4.927353 -0.062 1.273 -1.118 -0.077
O -0.445644 0.534449 -3.819646 -0.272 -0.426 1.146 0.041
C -1.015729 1.677378 -3.388006 0.365 0.138 -0.485 -0.568
O -1.602177 1.856843 -2.354808 0.086 -0.458 -0.029 0.095
O -0.779498 2.633211 -4.279710 -1.143 0.578 -0.283 0.064
H -1.185322 1.473336 -6.052587 -0.700 0.983 0.107 0.142
H 0.064101 2.800466 -6.113188 0.304 -0.316 -0.155 0.146
H 1.375537 1.193030 -4.560921 0.079 -0.521 -0.063 0.116
H 0.418499 -0.006401 -5.606318 0.354 -0.107 0.212 0.142
```
Positions in Å, forces in eV/Å.

Properties
HOMO level (spin up / spin down): -14.0 / -14.0 eV
Frontier orbital gap (spin up / spin down): 6.56 / 4.75 eV
Charge: +2
E_LUMO (spin up / spin down): -7.482 / -9.285 eV
Strongest force on any atom: 3.5 eV/A
Energy above the lowest of the compared OMol25 structures with the same formula, charge and spin: 0.00 kcal/mol
DFT total energy: -3841.39814 a.u.
Multiplicity: 7

=====

# 2
Entry from OMol25: a structure of composition C33H33AsIrN3O5S3 (ωB97M-V with the def2-TZVPD basis set).

Structure (XYZ):
```
79
Properties=species:S:1:pos:R:3:forces:R:3:lowdin_charge:R:1
Ir -0.210265 -0.229826 0.014341 -0.001 -0.241 0.103 0.710
C -4.795430 -0.249056 -0.708447 -0.002 0.001 -0.018 -0.103
C -3.356569 0.101301 -0.473446 0.045 0.011 -0.014 -0.719
S -2.236769 -1.157222 -0.442137 -0.147 -0.085 -0.104 0.789
C -2.920621 1.405140 -0.306500 0.026 -0.029 0.015 -0.699
C -3.823406 2.598695 -0.376180 0.013 0.015 -0.014 -0.094
S -1.270743 1.720633 -0.064765 -0.008 0.088 0.061 0.768
H -4.917839 -1.324454 -0.818131 0.000 0.000 -0.003 0.071
H -5.165631 0.233614 -1.614624 -0.009 0.000 0.005 0.097
H -5.416872 0.082620 0.125312 0.004 -0.001 0.003 0.091
H -4.853013 2.327650 -0.151592 0.000 0.003 0.018 0.079
H -3.800115 3.032422 -1.378536 -0.022 -0.011 -0.005 0.098
H -3.506095 3.370489 0.324678 0.008 0.007 -0.013 0.078
O -0.736447 -0.517911 1.994238 -0.119 -0.007 0.054 -0.702
As -0.286038 -0.341395 3.598121 0.080 -0.049 -0.002 1.233
C 1.112661 -1.580926 4.000952 0.020 0.026 0.006 -0.332
C 1.839427 -1.482791 5.182240 0.028 0.013 -0.012 -0.083
C 2.814723 -2.427796 5.462070 0.006 -0.001 0.003 -0.066
C 3.055910 -3.462134 4.567273 0.004 0.009 -0.001 -0.063
C 2.326667 -3.555860 3.390091 0.002 0.002 0.004 -0.061
C 1.350846 -2.613351 3.102219 -0.045 -0.042 0.015 -0.116
C 0.166115 1.446954 4.109094 -0.036 0.017 0.001 -0.301
C 0.218123 1.749777 5.468326 -0.025 -0.019 0.007 -0.101
C 0.530487 3.037774 5.873018 -0.001 0.002 -0.003 -0.063
C 0.769262 4.022915 4.923865 -0.004 0.000 -0.002 -0.062
C 0.691577 3.724399 3.571154 0.000 0.001 0.005 -0.060
C 0.390586 2.434178 3.158420 0.074 -0.031 0.002 -0.108
C -1.800898 -0.815007 4.650668 -0.017 -0.009 -0.012 -0.300
C -2.840259 0.102063 4.782497 0.006 0.001 0.002 -0.087
C -3.963367 -0.243434 5.515449 0.002 -0.004 0.000 -0.065
C -4.043204 -1.496162 6.112003 0.000 0.002 0.002 -0.062
C -3.005370 -2.406609 5.978571 -0.001 0.000 -0.001 -0.063
C -1.876884 -2.068820 5.244622 0.000 0.000 0.000 -0.077
H 1.660102 -0.676088 5.882106 -0.002 0.006 -0.005 0.098
H 3.384684 -2.357183 6.378727 0.002 -0.002 0.000 0.111
H 3.816354 -4.198836 4.790028 -0.001 -0.003 0.002 0.111
H 2.515889 -4.363103 2.695307 -0.002 -0.003 -0.001 0.112
H 0.778840 -2.677431 2.185197 0.004 -0.007 0.012 0.095
H -0.009884 0.995559 6.213001 0.005 -0.002 -0.002 0.107
H 0.573390 3.275220 6.927394 0.000 0.000 0.000 0.112
H 1.004239 5.030034 5.241910 0.000 0.000 -0.002 0.112
H 0.859779 4.497766 2.833306 0.002 -0.003 -0.001 0.112
H 0.327651 2.202702 2.105544 0.012 -0.013 -0.023 0.024
H -2.770311 1.080825 4.321759 -0.003 -0.001 0.002 0.112
H -4.774760 0.463290 5.626309 -0.001 0.001 -0.001 0.111
H -4.920146 -1.761654 6.687424 0.000 0.000 -0.001 0.112
H -3.072260 -3.379593 6.446201 0.000 -0.001 -0.001 0.112
H -1.063719 -2.776775 5.140086 -0.002 -0.002 0.003 0.106
O 0.081507 -0.005289 -1.967405 0.089 0.578 -0.274 -0.274
C 0.689407 -0.896097 -2.653380 -0.143 -0.448 0.100 -0.604
O 1.180253 -1.919218 -2.159409 0.156 0.052 0.082 -0.012
C 0.773315 -0.627996 -4.125948 0.041 0.000 0.044 -0.118
C 1.410654 -1.559992 -4.937606 -0.002 -0.013 0.000 0.008
C 1.520715 -1.336371 -6.299649 -0.018 -0.011 0.002 0.019
C 0.980317 -0.173833 -6.816579 -0.128 -0.062 -0.014 -0.132
C 0.335877 0.766552 -6.033873 -0.009 -0.007 -0.014 0.019
C 0.234393 0.531087 -4.673777 0.010 0.046 0.013 0.009
N 1.095408 0.075388 -8.270989 0.468 0.251 0.054 -0.350
O 0.641538 1.116589 -8.696258 -0.172 -0.080 -0.018 0.086
O 1.698025 -0.744025 -8.931221 -0.159 -0.098 -0.018 0.088
H 1.805573 -2.461509 -4.490058 0.008 0.005 -0.002 0.123
H 2.006695 -2.040676 -6.957826 -0.003 0.000 -0.001 0.123
H -0.070073 1.655715 -6.492078 -0.001 -0.001 -0.001 0.123
H -0.258473 1.244155 -4.028201 0.000 -0.007 -0.002 0.120
C 4.726898 1.499090 1.408354 0.009 0.032 0.010 -0.034
N 4.491143 0.646848 0.264126 -0.028 -0.071 -0.034 -0.150
C 5.499840 0.485641 -0.785255 -0.002 0.020 -0.003 -0.086
C 4.806604 -0.452039 -1.789584 0.008 -0.037 -0.036 -0.090
N 3.447816 -0.537345 -1.255109 -0.029 -0.149 -0.139 0.067
C 3.345291 0.064370 -0.085980 -0.168 0.132 0.120 -0.671
S 1.958711 0.062593 0.941493 0.167 0.151 0.016 0.699
H 5.669433 1.218077 1.877566 -0.003 -0.005 0.004 0.099
H 3.921849 1.376968 2.126937 -0.005 -0.001 -0.004 0.054
H 4.780747 2.547209 1.106029 0.010 -0.006 -0.016 0.101
H 6.412401 0.060224 -0.368276 0.004 0.006 -0.009 0.128
H 5.740562 1.457416 -1.220904 -0.013 0.004 0.003 0.130
H 5.266486 -1.439845 -1.813365 -0.010 -0.002 0.006 0.127
H 4.799079 -0.048457 -2.799953 0.009 -0.001 0.000 0.124
H 2.731714 -1.191333 -1.589489 0.021 0.087 0.047 0.100
```
Positions in Å, forces in eV/Å.

Properties
HOMO level (spin up / spin down): -10.1 / -11.1 eV
Frontier orbital gap (spin up / spin down): 6.89 / 6.98 eV
Charge: +1
E_LUMO (spin up / spin down): -3.226 / -4.170 eV
Strongest force on any atom: 0.6 eV/A
Energy above the lowest of the compared OMol25 structures with the same formula, charge and spin: 30.69 kcal/mol
DFT total energy: -5352.22079 a.u.
Multiplicity: 2